Molecular formula: C20H46OP4Rh
Method: DFT, ωB97M-V/def2-TZVPD

CARTESIAN COORDINATES (ANGSTROEM)
Rh 0.705 -1.248 -0.094
P -0.483 -3.326 0.181
P 1.359 4.068 -1.036
P -1.228 -0.295 1.559
P 2.062 -1.510 1.768
O -0.229 2.507 -3.292
C -1.421 1.534 1.347
C -2.021 -0.409 -3.021
C 0.466 4.765 0.399
C -1.373 0.611 -2.149
C 2.823 3.276 -0.273
C -3.508 1.300 -3.809
C 3.489 -2.269 0.948
C 2.628 0.099 2.394
C 0.712 -4.503 -0.529
C -2.621 2.291 -3.392
C -1.372 1.936 -2.892
C 1.757 -2.523 3.252
C -2.958 -0.885 1.264
C -1.052 -0.388 3.388
C 1.323 -0.173 -1.581
C 2.093 5.558 -1.807
C -3.134 -0.052 -3.740
C -1.972 -3.538 -0.865
C -0.136 0.032 -1.336
C -1.002 -4.124 1.758
H -3.209 -0.838 0.194
H -2.375 1.882 1.763
H -4.449 1.551 -4.288
H -0.213 0.242 3.715
H -3.088 -1.918 1.611
H -3.674 -0.249 1.811
H 0.846 5.761 0.630
H 1.321 -1.914 4.055
H 0.219 -5.038 -1.349
H -2.882 3.343 -3.535
H -2.270 -2.602 -1.351
H 2.962 5.247 -2.400
H -0.593 4.830 0.116
H 1.020 -5.227 0.233
H 2.028 0.586 -1.238
H 2.542 2.280 0.084
H 3.620 3.194 -1.024
H -1.170 -3.401 2.567
H 3.169 -3.159 0.391
H -1.943 -4.668 1.583
H 1.598 -0.444 -2.625
H -0.599 2.055 1.858
H 2.405 6.270 -1.032
H 2.724 -2.916 3.593
H 1.091 -3.367 3.036
H -2.811 -3.899 -0.254
H 1.837 0.592 2.974
H -1.622 -1.427 -3.047
H 4.221 -2.546 1.711
H -0.247 -4.857 2.070
H 2.910 0.742 1.552
H -0.194 0.656 -0.427
H -1.401 1.827 0.290
H -1.969 -0.013 3.875
H 1.324 6.011 -2.446
H 3.191 3.862 0.564
H -2.057 0.838 -1.306
H 3.919 -1.542 0.250
H 1.588 -3.968 -0.915
H 3.502 -0.062 3.041
H -0.592 -1.063 -1.258
H -3.742 -0.851 -4.235
H -1.755 -4.288 -1.636
H 0.207 3.057 -2.633
H -0.882 -1.419 3.716
H 0.587 4.116 1.273

Computed properties:
Charge: +3
2S+1: 5
E_HOMO (alpha / beta): -16.3 / -16.3 eV
⟨S²⟩: 6.0158
Energy: -63665.2689 eV
Kohn-Sham gap (alpha / beta): 0.260 / 0.152 Ha

Results of the Mulliken charge analysis, in e, for atoms 1 through 6: Rh -0.773; P 1.478; P 0.792; P 1.170; P 0.828; O -0.407



Molecular formula: C20H46OP4Sc
Method: DFT, ωB97M-V/def2-TZVPD

CARTESIAN COORDINATES (ANGSTROEM)
Sc 0.549 -0.178 0.829
P 1.683 -1.309 2.397
P 0.888 1.966 1.729
P 2.755 -0.148 -0.633
P -1.555 -0.581 1.743
O -0.633 0.852 -0.644
C -2.937 -0.563 -3.820
C -3.023 0.762 -3.378
C 1.646 -3.147 2.225
C 2.194 3.073 1.028
C -2.047 -2.353 1.730
C -1.271 -0.985 -2.101
C 1.334 2.159 3.516
C -2.970 0.148 0.816
C -1.347 0.352 -1.640
C -2.250 1.214 -2.315
C -4.733 -0.243 -7.330
C -2.052 -1.424 -3.169
C 1.231 -1.147 4.188
C 3.783 -1.516 -1.298
C -4.858 1.081 -7.326
C 4.253 0.858 -0.292
C -0.575 3.080 1.635
C 1.952 0.159 -2.235
C -2.044 -0.144 3.473
C 3.507 -1.075 2.620
H 4.460 -1.179 -2.111
H -1.728 -2.788 0.779
H -1.742 -0.936 4.163
H -4.145 1.725 -7.835
H 0.553 1.724 4.144
H -1.964 -2.459 -3.495
H -3.131 -2.466 1.844
H 3.872 -1.661 3.471
H 1.986 -3.408 1.219
H 4.388 -1.970 -0.488
H -3.876 0.121 1.431
H -3.130 -0.423 -0.101
H 0.317 -0.564 4.303
H -3.706 1.452 -3.869
H 1.087 -2.132 4.647
H -1.427 2.566 2.085
H 4.039 1.927 -0.397
H -0.388 4.038 2.131
H -3.912 -0.739 -7.844
H -3.544 -0.913 -4.650
H 0.291 -1.650 0.150
H -0.821 3.256 0.584
H -2.752 1.180 0.534
H -2.318 2.246 -1.978
H 1.388 1.111 -2.193
H -1.534 -2.880 2.538
H -5.678 1.577 -6.812
H 3.120 -2.305 -1.711
H -5.445 -0.887 -6.821
H 3.716 -0.018 2.806
H 0.616 -3.501 2.329
H 4.685 0.624 0.698
H 1.289 -0.682 -2.496
H 2.269 1.630 3.717
H -3.131 -0.025 3.536
H 2.717 0.256 -3.034
H 3.184 2.715 1.324
H 4.048 -1.383 1.723
H 5.038 0.698 -1.059
H 1.458 3.214 3.785
H -1.567 0.790 3.781
H 2.145 3.065 -0.062
H -0.592 -1.660 -1.587
H 2.073 4.103 1.384
H 2.035 -0.630 4.718
H 2.274 -3.646 2.971

Computed properties:
Charge: +3
2S+1: 1
E_HOMO (alpha / beta): -16.1 / -17.2 eV
Energy: -81358.0173 eV
Kohn-Sham gap (alpha / beta): 0.103 / 0.148 Ha

Results of the Mulliken charge analysis, in e, for atoms 1 through 6: Sc -3.066; P 1.984; P 1.673; P 1.375; P 1.515; O 0.375



For each record above, in turn, the calculated energy relative to the best compared isomer or geometry (same formula, charge and spin) values are 250.2, 483.4 kJ/mol.